Model i:
C3H7ClO | ωB97M-V/def2-TZVPD

The HOMO energy is -10.402 eV. As for the spin multiplicity: 1. The charge is 0.

Positions of all 12 atoms, in Å:
1 C 0.17 1.54 -0.14
2 C 0.01 0.22 0.47
3 C 1.26 -0.47 0.66
4 H 0.08 1.75 -1.34
5 H 1.08 2.06 0.12
6 H -0.66 2.12 0.22
7 H -0.45 0.42 1.31
8 H 1.30 -1.44 1.46
9 H 1.76 0.38 1.56
10 H 3.17 -0.61 -0.72
11 O 1.85 -0.60 -0.75
12 Cl -1.75 -0.45 -0.15

Model ii:
C3H7ClO | ωB97M-V/def2-TZVPD

The HOMO energy is -10.019 eV. As for the spin multiplicity: 1. The charge is 0.

Positions of all 12 atoms, in Å:
1 C -1.00 -1.09 -0.15
2 C 0.45 -0.62 -0.11
3 C 0.48 0.71 0.29
4 H -1.64 -0.51 -0.74
5 H -1.08 -0.87 1.22
6 H -0.91 -2.21 -0.25
7 H 0.88 -1.33 0.69
8 H 1.29 1.46 0.36
9 H -0.02 0.64 1.34
10 H 0.30 2.64 -0.51
11 O -0.24 1.69 -0.63
12 Cl 1.49 -0.50 -1.51

Which structure wins on stability? model ii wins.

Model i:
C5H8BrN2 | ωB97M-V/def2-TZVPD

The HOMO energy is -12.951 eV. As for the spin multiplicity: 1. As for the structure (SMILES): [NH2+]=C/C=C\C=C/NBr. The charge is +1.

Positions of all 16 atoms, in Å:
1 C 1.35 -0.98 -0.21
2 C 0.22 -1.59 0.40
3 C 1.50 0.36 -0.67
4 C -1.13 -1.24 0.41
5 C 0.95 1.57 -0.21
6 N -1.72 -0.26 -0.37
7 N 0.01 1.60 0.68
8 Br -3.44 0.36 0.09
9 H 2.16 -1.57 -0.45
10 H 0.52 -2.54 0.94
11 H 2.40 0.50 -1.34
12 H -1.87 -1.79 0.91
13 H 1.37 2.46 -0.60
14 H -0.35 2.54 0.93
15 H -0.36 0.71 0.91
16 H -1.61 -0.14 -1.40

Model ii:
C5H8BrN2 | ωB97M-V/def2-TZVPD

The HOMO energy is -14.064 eV. As for the spin multiplicity: 1. As for the structure (SMILES): C[n+]1[nH]ccc1CBr. The charge is +1.

Positions of all 16 atoms, in Å:
1 C -0.53 1.37 0.88
2 C -1.14 1.77 -0.24
3 C 0.12 0.19 0.64
4 C 0.20 -1.32 -1.32
5 C 1.11 -0.48 1.64
6 N -1.00 0.83 -1.17
7 N -0.27 -0.15 -0.59
8 Br 0.51 -2.45 2.15
9 H -0.36 1.84 1.79
10 H -1.76 2.60 -0.46
11 H 1.19 -1.68 -0.94
12 H -0.60 -2.07 -1.49
13 H 0.56 -0.89 -2.31
14 H 1.15 0.11 2.55
15 H 2.07 -0.62 1.09
16 H -1.26 0.95 -2.20

Which structure wins on stability? model ii wins.

Model i:
C3H3FN2 | ωB97M-V/def2-TZVPD

The HOMO energy is -11.562 eV. As for the spin multiplicity: 1. As for the structure (SMILES): C/C(C#N)=N\F. The charge is 0.

Positions of all 9 atoms, in Å:
1 C -1.20 -1.26 -0.02
2 C -0.71 0.05 0.06
3 C 1.00 0.04 -0.04
4 N -1.48 -2.34 -0.29
5 N -1.33 1.13 0.17
6 F -0.44 2.14 0.35
7 H 1.32 0.98 0.38
8 H 1.40 0.04 -1.09
9 H 1.43 -0.77 0.48

Model ii:
C3H3FN2 | ωB97M-V/def2-TZVPD

The HOMO energy is -10.834 eV. As for the spin multiplicity: 1. The charge is 0.

Positions of all 9 atoms, in Å:
1 C 1.94 0.35 -0.26
2 C -0.60 0.74 -0.04
3 C 0.83 -0.55 -0.32
4 N 2.62 1.24 -0.14
5 N -0.95 0.93 1.13
6 F -1.22 1.09 -1.18
7 H 0.64 -1.31 0.49
8 H 0.56 -0.72 -1.40
9 H -1.53 1.76 1.09

Which structure wins on stability? model ii wins.

Model i:
C5H8F2O6 | ωB97M-V/def2-TZVPD

The HOMO energy is -10.753 eV. As for the spin multiplicity: 1. As for the structure (SMILES): O=C(O)[C@H](CO)O[C@](O)(F)[C@H](O)F. The charge is 0.

Positions of all 21 atoms, in Å:
1 C -0.78 0.10 -0.05
2 C -1.44 -1.18 -0.54
3 C 2.80 -0.23 -0.78
4 C 1.49 -0.38 0.03
5 C -1.58 1.35 -0.53
6 O 0.52 0.24 -0.59
7 O -1.34 -2.06 0.48
8 O -1.93 -1.52 -1.56
9 O 3.87 -0.48 0.05
10 O 1.30 -1.66 0.41
11 O -2.35 2.08 0.42
12 F 2.80 1.14 -1.03
13 F 1.72 0.39 1.32
14 H -0.85 0.16 0.98
15 H -2.39 0.88 -1.28
16 H -0.90 1.94 -1.00
17 H -1.50 -2.99 0.36
18 H 2.72 -0.70 -1.68
19 H 4.11 0.15 0.71
20 H 1.28 -1.82 1.35
21 H -1.70 2.53 1.05

Model ii:
C5H8F2O6 | ωB97M-V/def2-TZVPD

The HOMO energy is -10.359 eV. As for the spin multiplicity: 1. As for the structure (SMILES): O=C(O)[C@H](CO)O[C@](O)(F)[C@H](O)F. The charge is 0.

Positions of all 21 atoms, in Å:
1 C -1.10 -0.19 0.23
2 C -1.70 -1.30 -0.53
3 C 2.48 0.11 -0.71
4 C 1.31 -0.20 0.36
5 C -2.06 1.13 -0.09
6 O 0.19 0.18 -0.29
7 O -2.81 -1.73 0.13
8 O -1.46 -1.54 -1.67
9 O 3.69 -0.11 -0.10
10 O 1.26 -1.44 0.95
11 O -1.62 2.24 0.53
12 F 2.23 1.36 -1.14
13 F 1.64 0.73 1.51
14 H -1.05 -0.31 1.32
15 H -3.02 1.08 0.16
16 H -2.17 1.18 -1.18
17 H -3.37 -2.30 -0.51
18 H 2.25 -0.45 -1.57
19 H 4.02 0.62 0.47
20 H 1.88 -1.30 1.71
21 H -0.57 2.22 0.43

Which structure wins on stability? model ii wins.

Model i:
C6H15N2P2 | ωB97M-V/def2-TZVPD

The HOMO energy is -12.874 eV. As for the spin multiplicity: 1. The charge is +1.

Positions of all 25 atoms, in Å:
1 C -2.14 0.57 -0.03
2 C -1.24 -1.32 -3.06
3 C 1.84 1.30 0.01
4 C 0.50 1.53 0.76
5 C 1.66 -0.11 -0.56
6 C 0.34 -0.13 -1.36
7 N -0.79 -0.47 2.55
8 N 1.36 -1.04 0.56
9 P -0.56 0.10 0.20
10 P -0.18 -1.81 -1.90
11 H -2.88 0.09 -0.75
12 H -2.66 1.07 0.84
13 H -1.70 -2.25 -3.46
14 H -1.69 -0.43 -3.34
15 H 1.80 2.15 -0.62
16 H 2.70 1.39 0.75
17 H -0.08 2.42 0.51
18 H 0.52 1.31 1.90
19 H 2.66 -0.26 -0.94
20 H 0.36 0.67 -2.04
21 H -0.21 -0.38 3.41
22 H -1.19 -1.40 2.57
23 H -1.55 0.27 2.74
24 H 2.15 -1.31 1.11
25 H 1.01 -1.95 0.15

Model ii:
C6H15N2P2 | ωB97M-V/def2-TZVPD

The HOMO energy is -12.434 eV. As for the spin multiplicity: 1. As for the structure (SMILES): C=PCC[C@@H]([NH3+])[C@@H](N)P=C. The charge is +1.

Positions of all 25 atoms, in Å:
1 C -4.44 1.55 0.37
2 C 3.30 1.85 1.02
3 C -0.78 0.11 -0.43
4 C -2.02 -0.12 0.44
5 C 0.47 -0.65 0.23
6 C 1.79 -0.26 -0.20
7 N 0.38 -2.12 0.00
8 N 1.99 -0.75 -1.56
9 P -3.50 0.61 -0.57
10 P 2.24 1.58 -0.28
11 H -5.35 1.97 -0.22
12 H -4.41 2.09 1.37
13 H 3.67 2.90 1.08
14 H 3.75 1.05 1.60
15 H -0.46 1.17 -0.60
16 H -0.94 -0.28 -1.39
17 H -1.93 0.31 1.38
18 H -2.28 -1.22 0.51
19 H 0.35 -0.58 1.31
20 H 2.73 -0.78 0.31
21 H -0.57 -2.33 -0.30
22 H 0.64 -2.67 0.86
23 H 1.36 -0.19 -2.19
24 H 2.92 -0.81 -1.97
25 H 1.09 -2.42 -0.77

Which structure wins on stability? model ii wins.

Model i:
C7H14N2O3 | ωB97M-V/def2-TZVPD

The HOMO energy (spin up / spin down) is -8.489 / -8.489 eV. As for the spin multiplicity: 1. As for the structure (SMILES): CC(C)=[N+]([O-])O.CC(C)=NC=O. The charge is 0.

Positions of all 26 atoms, in Å:
1 C 2.23 1.25 -0.23
2 C -0.37 1.85 -1.58
3 C -1.07 2.03 0.99
4 C -1.65 -1.52 -0.16
5 C 0.68 -2.35 -0.80
6 C -0.08 1.79 -0.05
7 C -0.25 -1.65 0.18
8 N 1.03 1.41 0.39
9 N 0.08 -1.38 1.42
10 O 3.00 2.01 -0.74
11 O -0.69 -0.87 2.22
12 O 1.37 -1.66 1.77
13 H 2.47 0.18 0.09
14 H -0.55 2.91 -1.93
15 H -1.17 1.21 -2.04
16 H 0.50 1.48 -2.04
17 H -2.06 2.11 0.47
18 H -1.21 1.14 1.59
19 H -0.73 2.86 1.72
20 H -1.84 -1.23 -1.19
21 H -2.13 -2.59 0.04
22 H -2.19 -0.83 0.52
23 H 0.21 -3.10 -1.35
24 H 1.56 -2.61 -0.16
25 H 1.01 -1.45 -1.52
26 H 1.87 -1.00 2.37

Model ii:
C7H14N2O3 | ωB97M-V/def2-TZVPD

The HOMO energy is -9.660 eV. As for the spin multiplicity: 1. As for the structure (SMILES): CC(C)[C@H](NC(=O)CN)C(=O)O. The charge is 0.

Positions of all 26 atoms, in Å:
1 C 2.74 -0.19 -0.92
2 C 2.08 0.71 0.15
3 C -0.56 -0.23 0.60
4 C -0.59 -1.79 0.42
5 C -1.39 0.59 -0.43
6 C -2.90 -0.01 -0.49
7 C -1.33 2.07 0.08
8 H 3.29 -2.10 -0.10
9 H 1.72 -1.82 -0.37
10 H 3.76 0.10 -1.19
11 H 2.05 -0.03 -1.83
12 H 0.91 0.64 1.69
13 H -1.10 0.03 1.60
14 H -0.88 0.56 -1.32
15 H -2.95 -1.10 -0.54
16 H -3.27 0.56 0.44
17 H -3.50 0.37 -1.39
18 H -2.14 2.36 0.81
19 H -1.30 2.85 -0.76
20 H -0.33 2.28 0.39
21 H 0.52 -1.39 1.58
22 N 2.61 -1.72 -0.72
23 N 0.97 0.12 0.88
24 O 2.49 1.76 0.55
25 O -1.18 -2.42 -0.41
26 O 0.27 -2.23 1.29

Which structure wins on stability? model ii wins.

Model i:
CH3FO2S | ωB97M-V/def2-TZVPD

The HOMO energy is -11.129 eV. As for the spin multiplicity: 1. The charge is 0.

Positions of all 8 atoms, in Å:
1 C 1.27 -0.05 -0.07
2 O -1.53 -0.56 1.31
3 O -1.47 -0.71 -1.21
4 F -1.32 1.53 0.02
5 S -1.02 -0.16 0.06
6 H 1.39 0.96 0.43
7 H 1.27 -0.85 0.57
8 H 1.40 -0.16 -1.11

Model ii:
CH3FO2S | ωB97M-V/def2-TZVPD

The HOMO energy is -10.367 eV. As for the spin multiplicity: 1. As for the structure (SMILES): CS(=O)(=O)F. The charge is 0.

Positions of all 8 atoms, in Å:
1 C 0.93 -0.01 -0.03
2 O -1.70 -1.65 0.31
3 O -1.26 0.73 -1.39
4 F -1.00 0.99 1.06
5 S -0.86 0.10 -0.20
6 H 1.48 0.80 -0.42
7 H 0.94 -0.04 1.09
8 H 1.47 -0.93 -0.43

Which structure wins on stability? model i wins.